Record 1
Entry from the OMol25 dataset: a cluster of 3 separate species, C20H40Br2F5NOP in total in a non-equilibrium geometry (the ωB97M-V functional and the def2-TZVPD basis).

- Lowest unoccupied orbital energy: 2.68 eV
- Total energy: -6904.7246 a.u.
- HOMO level: -4.87 eV
- Charge: -1
- Largest force on an atom: 2.5 eV/Å
- Kohn-Sham gap: 0.27745 Eh

```
70
C20H40Br2F5NOP, DFT the ωB97M-V functional and the def2-TZVPD basis
Br 2.475 -2.581 2.064
Br 2.384 0.816 5.174
P 0.326 -0.153 2.412
F -1.576 -2.544 5.234
F -2.070 -0.876 3.525
F 0.456 -2.104 5.440
F -0.254 -3.086 3.687
F -0.820 0.088 4.955
O -0.373 3.623 1.529
N -0.618 3.716 3.792
C -1.157 0.776 1.610
C -0.477 -2.149 4.548
C 2.735 -0.694 4.053
C -0.778 -0.764 3.907
C -5.033 3.812 -3.356
C 4.501 -3.823 -4.231
C -3.652 0.955 -1.345
C 4.006 -1.406 4.374
C 2.572 -3.182 -1.863
C -5.385 3.505 -1.902
C -0.866 3.134 2.479
C 4.096 -3.198 -1.762
C 4.870 -5.280 -3.971
C 2.004 -1.824 -2.258
C -1.727 1.906 2.453
C -4.189 3.418 -0.952
C -3.129 2.388 -1.336
C 4.836 -2.894 -3.065
C 1.921 -1.018 3.083
C -4.357 5.168 -3.543
H 2.338 -1.517 -3.252
H 1.176 0.268 1.286
H -2.308 2.454 -0.618
H -2.699 2.629 -2.313
H 3.439 -3.752 -4.479
H 3.847 -2.457 4.535
H -3.712 4.400 -0.873
H -1.433 3.466 4.351
H 5.045 -3.477 -5.116
H 5.937 -5.379 -3.757
H 0.671 1.095 3.066
H 4.646 -5.895 -4.845
H 2.229 -3.945 -2.570
H 0.913 -1.855 -2.274
H -5.948 2.567 -1.866
H 2.303 -1.055 -1.543
H 4.313 -5.692 -3.128
H -4.560 3.186 0.052
H -4.051 0.682 -0.367
H -6.067 4.277 -1.531
H -4.160 5.355 -4.600
H -1.912 0.092 1.247
H 4.632 -1.862 -3.367
H -2.016 1.604 3.447
H -4.440 0.815 -2.089
H 4.402 -0.976 5.288
H 4.414 -4.173 -1.380
H 4.754 -1.222 3.620
H 0.118 3.144 4.208
H -3.403 5.218 -3.017
H 4.406 -2.468 -1.008
H -5.955 3.796 -3.945
H -0.795 1.254 0.705
H 2.160 -3.460 -0.891
H -2.846 0.260 -1.584
H -4.395 3.025 -3.766
H -2.666 2.215 1.983
H -0.018 -1.375 1.699
H -4.994 5.974 -3.173
H 5.913 -2.941 -2.872
```

***

Record 2
Entry from the OMol25 dataset: a cluster of 2 separate species, C20H40Cl2N5O3 in total in a non-equilibrium geometry (the ωB97M-V functional and the def2-TZVPD basis).

- Lowest unoccupied orbital energy: -2.62 eV
- Total energy: -2205.7148 a.u.
- HOMO level: -11.75 eV
- Charge: +1
- Largest force on an atom: 2.3 eV/Å
- Kohn-Sham gap: 0.33557 Eh

```
70
C20H40Cl2N5O3, DFT the ωB97M-V functional and the def2-TZVPD basis
Cl 0.941 3.874 -4.603
Cl 2.521 -0.010 -5.521
O 0.023 2.626 4.372
O -1.777 -2.708 3.816
O 1.409 0.976 3.662
N 1.406 1.611 -3.318
N 0.534 0.215 -0.252
N 4.209 3.342 -2.395
N 0.475 1.077 -2.482
N 2.394 1.054 -1.452
C 1.919 1.637 -5.778
C 0.296 0.318 3.062
C 2.348 3.114 4.256
C 1.029 2.087 -4.621
C 2.569 1.570 -2.624
C -1.284 -1.125 -1.307
C 0.809 -0.707 2.068
C -2.928 -2.700 4.646
C 1.153 2.228 4.105
C -1.866 -5.094 3.215
C 1.084 0.743 -1.328
C 1.113 1.707 -7.081
C -2.913 -0.341 -3.124
C -2.736 -1.083 -1.785
C 1.446 0.009 0.893
C -0.904 -0.060 -0.243
C -2.629 -2.976 6.109
C -1.058 -3.929 3.758
C -1.697 1.261 -0.345
C 3.869 2.092 -3.105
H 3.850 2.285 -4.161
H -2.314 -4.835 2.254
H -1.903 1.571 -1.360
H -2.282 -3.998 6.268
H 2.638 3.122 5.300
H 2.749 2.311 -5.904
H -1.219 -0.486 0.694
H -2.022 -0.500 -3.723
H -3.747 -0.761 -3.666
H 4.009 3.222 -1.408
H -1.199 2.042 0.214
H -0.210 -3.739 3.097
H -3.351 -1.700 4.547
H -1.226 -5.966 3.081
H -0.483 0.978 -2.777
H 4.634 1.372 -2.855
H 1.715 2.076 -7.896
H -3.411 -0.710 -1.026
H -3.527 -2.835 6.708
H -0.587 -1.138 -2.136
H 0.027 1.732 -4.821
H 0.299 2.415 -6.958
H 3.198 2.761 3.681
H 0.669 0.752 -7.320
H 2.313 -0.547 0.565
H -0.350 1.021 2.546
H -1.146 -2.075 -0.800
H 1.822 0.973 1.221
H 2.087 4.109 3.933
H -3.097 0.718 -2.973
H -1.854 -2.301 6.475
H -0.003 -1.379 1.824
H -3.023 -2.108 -1.982
H 1.546 -1.288 2.608
H -2.656 1.128 0.135
H -3.679 -3.400 4.265
H 3.584 4.075 -2.715
H -0.638 -4.173 4.740
H -0.296 -0.154 3.836
H -2.674 -5.378 3.890
```

***

Record 3
Entry from the OMol25 dataset: a cluster of 5 separate species, C20H40F6O10 in total in a non-equilibrium geometry (the ωB97M-V functional and the def2-TZVPD basis).

- Lowest unoccupied orbital energy: 0.44 eV
- Total energy: -2137.4407 a.u.
- HOMO level: -9.52 eV
- Energy above the lowest of the compared OMol25 structures with the same formula, charge and spin: 34.4 kcal/mol
- Charge: 0
- Largest force on an atom: 5.8 eV/Å
- Structure (SMILES): CCOC(=O)C(F)(F)F.CCOC(=O)C(F)(F)F.COCCOC.COCCOC.COCCOC
- Kohn-Sham gap: 0.36597 Eh

```
76
C20H40F6O10, DFT the ωB97M-V functional and the def2-TZVPD basis
F 17.093 9.184 8.092
F 19.574 2.552 12.224
F 16.104 7.393 7.249
F 21.178 2.051 13.699
F 19.591 3.424 14.171
F 17.678 7.202 8.634
O 14.826 4.012 5.127
O 14.639 4.161 13.986
O 15.750 4.171 11.258
O 12.577 0.969 9.465
O 18.974 0.745 15.139
O 18.272 0.604 13.072
O 14.413 7.834 9.209
O 10.849 3.380 9.796
O 11.965 4.608 5.435
O 16.102 8.144 10.719
C 16.507 4.724 12.316
C 16.023 4.728 5.011
C 12.157 -0.151 10.131
C 10.745 4.005 5.114
C 17.621 -0.655 13.219
C 13.343 8.057 10.132
C 9.739 4.103 10.290
C 16.400 -0.720 14.070
C 15.195 2.934 14.363
C 12.775 3.867 6.351
C 12.220 7.031 9.651
C 12.810 2.219 10.208
C 14.219 4.239 6.383
C 16.519 3.399 10.323
C 11.640 2.899 10.833
C 19.052 1.141 13.958
C 19.883 2.328 13.464
C 15.499 5.169 13.419
C 15.642 7.962 9.574
C 16.626 7.907 8.385
H 10.999 2.203 11.375
H 10.415 4.836 4.491
H 11.757 -0.711 9.286
H 14.295 5.271 6.724
H 12.076 7.167 8.579
H 17.081 4.118 9.727
H 11.291 7.135 10.211
H 13.695 7.809 11.133
H 11.930 3.655 11.562
H 12.947 9.072 10.140
H 14.730 3.722 7.195
H 17.371 4.134 12.624
H 10.003 4.586 11.231
H 16.060 5.757 5.371
H 13.499 2.235 11.053
H 16.153 5.442 14.247
H 17.063 5.532 11.842
H 18.434 -1.228 13.664
H 16.039 2.614 13.752
H 15.501 -0.133 13.880
H 10.798 3.032 4.624
H 12.702 6.079 9.871
H 13.180 2.888 9.432
H 8.785 3.627 10.514
H 16.812 4.199 5.547
H 16.594 -0.439 15.105
H 14.439 2.150 14.414
H 11.344 0.088 10.817
H 16.120 -1.772 14.133
H 16.362 4.681 3.976
H 15.068 6.136 13.163
H 10.128 3.862 6.001
H 12.781 2.807 6.099
H 13.002 -0.671 10.583
H 15.870 2.849 9.642
H 9.478 4.987 9.709
H 12.334 3.984 7.341
H 17.259 2.749 10.789
H 17.411 -1.092 12.243
H 15.593 2.983 15.376
```